Below is 2 unconnected molecules or ions with the total composition C5H12N, with properties calculated with wB97M-V/def2-TZVPD.

Structure (XYZ):
```
18
C5H12N wB97M-V/def2-TZVPD
N -1.6838 -0.4740 -0.1459
C 0.4698 1.5020 -0.1286
C -1.3049 -0.8480 2.1157
C -0.9044 -0.1817 0.8693
C 0.0461 0.8493 0.9239
C 2.0099 -0.2245 -2.1355
H -2.1959 -0.2520 2.3475
H -0.6352 -0.7706 2.9256
H 1.0685 -0.0078 -1.6253
H 1.0821 2.3459 0.0591
H 0.0276 1.2706 -1.0602
H 2.5203 0.6903 -2.4493
H -1.7915 -0.0390 -1.0534
H -2.2400 -1.2450 -0.1582
H 0.4712 0.8724 1.9290
H 2.0808 -0.8901 -2.9299
H -1.6151 -1.8914 1.9605
H 2.5946 -0.7063 -1.4444
```

The value obtained for the HOMO-LUMO gap is 0.37213 hartree. The charge is +1. Its energy above the lowest of the compared OMol25 structures with the same formula, charge and spin is 50.2 kcal per mole.

***

Below is 2 unconnected molecules or ions with the total composition C5H12N, with properties calculated with wB97M-V/def2-TZVPD.

Structure (XYZ):
```
18
C5H12N wB97M-V/def2-TZVPD
N 1.5309 -0.3342 -0.2203
C -2.1720 -0.8071 0.3715
C 0.2680 -0.0670 -0.0350
C -0.8630 -0.7579 -0.3887
C -3.4310 -0.2660 -0.5070
C 3.7783 1.3636 0.4385
H 3.0050 0.7453 0.9198
H -4.3173 -0.5002 0.1202
H 0.0681 0.8954 0.5453
H 4.5485 0.5415 0.3826
H 1.8026 -1.1551 -0.7059
H -2.3833 -1.8957 0.6958
H -3.4868 -0.8786 -1.4086
H 4.1990 2.1599 1.0599
H 3.6986 1.7489 -0.5746
H -3.5027 0.8933 -0.7681
H -0.8025 -1.4692 -1.1606
H -1.9406 -0.2169 1.2352
```

The value obtained for the HOMO-LUMO gap is 0.23652 hartree. The charge is +1. Its energy above the lowest of the compared OMol25 structures with the same formula, charge and spin is 122.6 kcal per mole.

***

Below is C5H12N2 in the gas phase, with properties calculated with wB97M-V/def2-TZVPD.

Structure (XYZ):
```
19
C5H12N2 wB97M-V/def2-TZVPD
N -0.0067 0.0811 -2.3125
N 1.7302 0.1956 1.8291
C -0.5552 -0.5220 -1.1695
C 0.3133 -0.8172 0.0276
C 0.7075 0.4666 0.7696
C -1.9033 -0.8803 -1.2276
C -0.4949 1.1283 1.5658
H -0.2660 -1.4153 0.8667
H 2.3816 -0.5338 1.4692
H 1.1007 -1.5563 -0.1757
H -0.1371 1.8397 2.3093
H -1.0080 0.1999 1.9661
H -1.2192 1.6075 0.8388
H 0.9890 -0.0622 -2.4055
H 1.0762 1.1529 -0.1175
H 2.4554 0.9095 1.7688
H -0.4518 0.2272 -3.2497
H -2.2556 -1.5876 -0.5887
H -2.4560 -0.4334 -2.1643
```

The value obtained for the HOMO-LUMO gap is 0.32101 hartree. Its energy above the lowest of the compared OMol25 structures with the same formula, charge and spin is 50.2 kcal per mole. As for the SMILES: C=C(N)C[C@@H](C)N.

***

Below is C5H12N2 in the gas phase, with properties calculated with wB97M-V/def2-TZVPD.

Structure (XYZ):
```
19
C5H12N2 wB97M-V/def2-TZVPD
N -2.2733 0.9354 0.7249
N 3.1561 0.5140 0.1559
C -1.6169 -0.2890 1.0785
C -0.3523 -0.3074 -1.1886
C 1.9516 -0.1302 -0.2934
C -1.2950 -1.1170 -0.1855
C 0.7312 0.3853 -0.3678
H 2.2417 -1.1583 -0.5002
H -2.2252 -1.4627 -0.6514
H 0.0159 -1.1146 -1.8496
H -0.6826 -0.1794 1.6252
H -2.7797 0.9228 -0.1507
H -2.2582 -0.9795 1.6409
H 3.3123 1.4196 -0.2659
H 3.9313 -0.0601 -0.1419
H -2.9644 1.2282 1.4030
H -0.9208 0.4409 -1.7443
H 0.3386 1.3249 0.0241
H -0.6418 -1.9584 0.0551
```

The value obtained for the HOMO-LUMO gap is 0.33742 hartree. Its energy above the lowest of the compared OMol25 structures with the same formula, charge and spin is 35.8 kcal per mole. As for the SMILES: N/C=C/CCCN.

***

Below is 2 unconnected molecules or ions with the total composition C5H12N2, with properties calculated with wB97M-V/def2-TZVPD.

Structure (XYZ):
```
19
C5H12N2 wB97M-V/def2-TZVPD
N 1.8676 0.1436 0.0885
N 0.9572 -0.7316 -0.3660
C -1.8849 -0.8200 0.4560
C 2.4149 1.1959 -0.8204
C -2.5428 -0.0821 1.3366
C 2.2082 -1.2733 -0.1860
C -1.9625 -0.3148 -0.9661
H -1.6052 -1.0607 -1.6905
H -3.3360 0.6297 1.0168
H -2.8568 0.1741 -1.2268
H 2.4070 -1.8032 0.8487
H 3.3825 0.9040 -1.1116
H 2.6432 2.1374 -0.1204
H -2.4014 -0.3424 2.3160
H -1.0302 0.2507 -0.9747
H 2.9280 -1.6120 -0.9478
H -1.2707 -1.6549 0.5970
H 1.7660 1.3641 -1.6370
H 1.8002 0.2484 1.1113
```

The value obtained for the HOMO-LUMO gap is 0.30947 hartree. Its energy above the lowest of the compared OMol25 structures with the same formula, charge and spin is 140.7 kcal per mole.

***

Below is C5H12N2 in the gas phase, with properties calculated with wB97M-V/def2-TZVPD.

Structure (XYZ):
```
19
C5H12N2 wB97M-V/def2-TZVPD
N -1.2779 0.0331 -0.2355
N -3.5691 -0.6487 0.0765
C 1.7411 -0.3877 1.3474
C 1.0518 0.5457 -0.9408
C -0.3034 1.0992 -0.3898
C 1.5151 -0.6977 -0.0829
C -2.6316 0.1267 -0.4293
H -0.7513 1.7267 -1.1356
H 2.7814 -0.0385 1.5723
H -0.0737 1.7838 0.4808
H -3.1457 -1.4379 0.5599
H 1.6858 -1.3443 1.9025
H -1.1887 -0.8445 0.2378
H 0.6979 0.4321 -2.0501
H 0.8611 -1.6654 -0.2388
H 1.8603 1.1611 -0.8668
H 1.0129 0.3416 1.8035
H -2.8885 0.9427 -1.1555
H 2.6227 -1.1278 -0.4555
```

The value obtained for the HOMO-LUMO gap is 0.35805 hartree. Its energy above the lowest of the compared OMol25 structures with the same formula, charge and spin is 49.1 kcal per mole. As for the SMILES: [H]/N=C\NCCCC.

***

Below is 2 unconnected molecules or ions with the total composition C5H12N2, with properties calculated with wB97M-V/def2-TZVPD.

Structure (XYZ):
```
19
C5H12N2 wB97M-V/def2-TZVPD
N -0.2625 0.8359 1.3371
N -0.7393 1.2987 0.3025
C 0.8149 1.4681 2.0407
C -0.7895 -0.3658 1.9304
C 0.0631 -0.9414 -1.0804
C 0.4297 -0.1568 -2.2527
C -1.3680 -1.4716 -1.2112
H -1.6110 -2.5318 -0.8963
H 1.8209 1.2595 1.5578
H 0.8695 1.0347 2.9553
H -0.4716 -0.5171 2.8865
H 0.6394 2.5483 1.9327
H -1.8607 -0.2252 1.9497
H -0.3002 0.0216 -3.0510
H -0.5468 -1.0486 1.1524
H -1.9850 -0.8384 -0.5355
H 1.4521 -0.3646 -2.5800
H -1.7889 -1.2983 -2.2027
H 0.6017 0.9018 -1.8453
```

The value obtained for the HOMO-LUMO gap is 0.29861 hartree. Its energy above the lowest of the compared OMol25 structures with the same formula, charge and spin is 166.5 kcal per mole.

***

Below is a molecular structure, C5H12N2, with properties calculated with wB97M-V/def2-TZVPD.

Structure (XYZ):
```
19
C5H12N2 wB97M-V/def2-TZVPD
N -3.2426 0.1793 -0.4109
N -0.7730 0.2358 0.0385
C 1.3850 0.0457 1.1032
C 1.9869 0.1283 -1.4326
C -2.1670 -0.3273 0.0646
C 2.2882 0.6238 0.0109
C 0.0992 -0.6883 0.7532
H 0.9664 0.8524 1.7219
H -4.0380 -0.0242 0.1899
H 1.9221 1.6492 -0.0694
H -2.1089 -1.4256 0.2556
H 3.3455 0.7368 0.2508
H 2.6772 0.5281 -2.1666
H 0.2516 -1.5705 0.1158
H 2.0170 -0.9587 -1.5450
H 1.9193 -0.5814 1.8356
H 0.9738 0.4744 -1.6002
H -1.2773 -0.2516 -0.8525
H -0.4018 -1.0350 1.6679
```

The value obtained for the HOMO-LUMO gap is 0.35830 hartree. Its energy above the lowest of the compared OMol25 structures with the same formula, charge and spin is 102.6 kcal per mole.

***

Below is 2 unconnected molecules or ions with the total composition C5H12N2, with properties calculated with wB97M-V/def2-TZVPD.

Structure (XYZ):
```
19
C5H12N2 wB97M-V/def2-TZVPD
N 2.0979 -0.2381 -0.6009
N -1.8877 -0.1568 0.7497
C -0.9324 0.9012 -1.1662
C 1.4600 -0.2268 0.6992
C 0.6921 1.1236 0.9748
C -1.7965 -0.0810 -0.4773
C -0.0598 1.7173 -0.2422
H 0.7395 -1.0984 0.7252
H -2.3433 -0.7515 -1.1331
H -2.2949 -4.2475 -0.1655
H -0.6288 2.5818 0.1326
H 1.3788 -0.1127 -1.3077
H -0.1272 0.8100 1.6291
H 0.8305 2.1466 -0.7248
H -1.2841 1.5556 -1.9550
H 2.2058 -0.3315 1.5287
H 1.4288 1.7181 1.5339
H 2.5568 -1.1290 -0.7277
H -2.0356 -4.1810 0.5272
```

The value obtained for the HOMO-LUMO gap is 0.23221 hartree. Its energy above the lowest of the compared OMol25 structures with the same formula, charge and spin is 148.4 kcal per mole.

***

Below is a gas-phase ion, C5H12N2 (charge +1), with properties calculated with wB97M-V/def2-TZVPD.

Structure (XYZ):
```
19
C5H12N2 wB97M-V/def2-TZVPD
N -2.0739 1.8926 -1.2509
N 1.5576 -1.0806 -0.0715
C 0.0655 0.7857 -0.5284
C 0.2441 -0.3417 1.7425
C 0.6146 -0.2241 0.4710
C -1.4406 0.8249 -0.3697
C 1.7490 -2.3661 0.3364
H -1.3987 2.6288 -1.4303
H 2.5097 -2.9896 -0.1034
H -1.9396 -0.1288 -0.5257
H 0.4915 1.7497 -0.2492
H 1.1178 -2.8845 1.0408
H 2.0857 -0.7357 -0.8298
H 0.8276 -0.8891 2.4763
H -2.8822 2.2550 -0.7359
H -0.5744 0.1355 2.2548
H -2.5226 1.4912 -2.0714
H -1.6238 1.1302 0.6582
H 0.4093 0.5855 -1.5281
```

The value obtained for the HOMO-LUMO gap (alpha / beta) is 0.19822 / 0.31027 hartree. The charge is +1. As for the spin multiplicity: 2. Its energy above the lowest of the compared OMol25 structures with the same formula, charge and spin is 44.7 kcal per mole.

***

Below is a gas-phase ion, C5H12N2 (charge +1), with properties calculated with wB97M-V/def2-TZVPD.

Structure (XYZ):
```
19
C5H12N2 wB97M-V/def2-TZVPD
N -0.2253 2.1551 -0.0010
N -2.7684 0.6862 0.0433
C -1.4203 0.1100 0.3586
C 1.0500 0.0670 0.3496
C 2.2867 -2.2759 -0.1504
C 1.2672 -1.1616 -0.7195
C -0.2335 0.7774 0.1255
H -3.2367 0.6343 0.9399
H -3.4238 0.0062 -0.5807
H 2.0157 -3.3370 -0.3628
H -1.6118 -0.8335 0.9476
H 3.3903 -2.0545 -0.5554
H -1.0361 2.5841 0.3584
H 2.0072 0.6811 0.5650
H 0.8164 -0.6524 1.2512
H 1.6494 -0.6828 -1.6491
H 0.4224 -1.7595 -0.9487
H 0.0448 2.5534 -0.9791
H 2.2181 -2.1290 0.9347
```

The value obtained for the HOMO-LUMO gap (alpha / beta) is 0.38586 / 0.27527 hartree. The charge is +1. As for the spin multiplicity: 2. Its energy above the lowest of the compared OMol25 structures with the same formula, charge and spin is 71.3 kcal per mole.

***

Below is a gas-phase ion, C5H12N2O (charge -1), with properties calculated with wB97M-V/def2-TZVPD.

Structure (XYZ):
```
20
C5H12N2O wB97M-V/def2-TZVPD
O 1.3833 -0.8000 0.9472
N 0.4466 1.0828 0.1004
N 0.0279 -2.3897 -0.7617
C -0.4142 1.7776 -0.7936
C 0.4993 -0.2713 0.2857
C -0.6098 -1.1426 -0.3155
C 1.6929 1.7798 0.4125
C -1.6127 -1.4615 0.8664
H 0.3409 -2.9056 0.0474
H -2.6376 -1.1428 0.7183
H 2.1581 2.4853 -0.2680
H 1.6381 2.4269 1.3222
H -0.4952 1.2795 -1.8367
H -1.3032 -0.8008 1.6863
H -0.1993 2.8541 -0.9578
H -1.4923 1.7286 -0.5697
H 2.5194 1.0891 0.6092
H -1.5386 -2.5089 1.1176
H 0.7675 -2.3024 -1.4404
H -1.1711 -0.7782 -1.1699
```

The value obtained for the HOMO-LUMO gap (alpha / beta) is 0.10552 / 0.34655 hartree. The charge is -1. As for the spin multiplicity: 2. Its energy above the lowest of the compared OMol25 structures with the same formula, charge and spin is 23.7 kcal per mole.

***

Number 1: largest force on an atom 3.5 eV/Å. Number 2: largest force on an atom 4.6 eV/Å. Number 3: largest force on an atom 5.8 eV/Å. Number 4: largest force on an atom 2.4 eV/Å. Number 5: largest force on an atom 4.6 eV/Å. Number 6: largest force on an atom 4.8 eV/Å. Number 7: largest force on an atom 4.0 eV/Å. Number 8: largest force on an atom 4.5 eV/Å. Number 9: largest force on an atom 3.3 eV/Å. Number 10: largest force on an atom 1.7 eV/Å. Number 11: largest force on an atom 5.0 eV/Å. Number 12: largest force on an atom 3.6 eV/Å.